Computed, not measured: a structure of composition C24H45BrP2Sc at a distorted geometry, with the ωB97M-V functional and the def2-TZVPD basis.

Geometry as ORCA input:
```
! wB97M-V def2-TZVPD RIJCOSX def2/J DEFGRID3
* xyz 1 1
H -3.071 -3.398 3.034
H -1.267 -0.407 -5.192
C 1.501 2.102 -5.359
C 1.514 1.526 1.178
H 1.474 5.840 2.600
H -1.118 -4.003 0.419
H 2.102 2.361 0.776
H 1.220 -3.167 -1.164
P -0.236 4.116 2.448
C 3.081 -1.887 1.268
H -4.123 0.066 -0.559
H 1.478 -0.385 -6.676
C 1.709 -0.624 -5.629
C -3.127 -0.600 1.149
C -3.081 -1.442 2.188
C 2.026 -0.529 -0.290
H 2.757 -2.750 -1.947
H 1.342 1.712 2.251
H -2.605 0.364 1.184
C 2.215 0.247 0.904
H -1.104 3.354 4.578
H 4.505 -3.329 1.931
H -3.095 -4.775 1.267
C -3.762 -0.901 -0.172
H 2.117 -1.094 3.830
H -0.412 5.814 0.712
C -0.781 0.563 -5.359
C 3.426 -3.156 1.952
H 1.409 4.848 4.092
H -4.637 -1.549 -0.028
Br 0.140 -2.941 3.332
H 1.227 2.075 -6.423
H -4.613 -2.894 2.366
C -1.126 5.357 1.411
H 2.721 -3.915 -0.573
H 1.052 2.982 -4.881
C -3.526 -2.879 2.174
H -2.342 -0.679 -1.805
H 1.902 0.651 -2.052
H 2.792 -0.560 -5.463
C -1.992 -3.420 0.110
H -1.917 4.851 0.844
H 1.363 -1.636 -5.389
H -0.966 -2.555 -1.513
H -1.401 1.360 -4.926
H -2.387 3.406 3.334
H 0.310 0.359 -1.314
C 0.808 5.359 3.330
H -2.673 -1.117 3.161
H -1.828 4.930 4.109
H -1.562 6.135 2.052
H -0.652 0.740 -6.437
C 2.863 -0.606 1.885
C -2.862 -1.500 -1.295
H -3.508 -1.930 -2.085
H 2.488 0.649 3.575
Sc 0.855 -1.478 1.532
C -3.224 -3.738 0.900
H 3.803 -0.547 3.791
C -1.522 3.938 3.749
C 2.297 -2.993 -0.978
C 2.517 -1.847 -0.063
H 2.593 2.141 -5.252
C 1.299 -0.091 -1.517
C -1.867 -2.526 -0.886
H 2.965 -4.023 1.451
H 1.127 -0.948 -2.183
H 0.527 1.566 0.676
H 0.167 6.116 3.803
C 2.819 -0.372 3.342
H 3.122 -3.185 3.009
H -4.107 -3.739 0.244
P 0.862 0.585 -4.530
*
```

Values from the calculation:
- Strongest force on any atom: 1.8 eV/Å
- HOMO-LUMO gap: 0.26253 hartree
- Molecular weight: 520.4 g mol⁻¹

Taken from the Löwdin analysis, the atomic charges in e are:
1 H 0.092
2 H 0.032
3 C -0.310
4 C -0.078
5 H 0.037
6 H 0.087
7 H 0.105
8 H 0.082
9 P 0.797
10 C -0.269
11 H 0.117
12 H 0.041
13 C -0.309
14 C -0.128
15 C -0.142
16 C -0.261
17 H 0.108
18 H 0.036
19 H 0.099
20 C -0.264
21 H 0.033
22 H 0.103
23 H 0.120
24 C -0.181
25 H 0.041
26 H 0.036
27 C -0.317
28 C -0.053
29 H 0.032
30 H 0.114
31 Br 0.232
32 H 0.039
33 H 0.125
34 C -0.320
35 H 0.087
36 H 0.035
37 C -0.186
38 H 0.101
39 H 0.054
40 H 0.037
41 C -0.128
42 H 0.031
43 H 0.032
44 H 0.088
45 H 0.035
46 H 0.032
47 H 0.082
48 C -0.314
49 H 0.099
50 H 0.041
51 H 0.042
52 H 0.039
53 C -0.287
54 C -0.179
55 H 0.129
56 H 0.090
57 Sc 0.811
58 C -0.171
59 H 0.113
60 C -0.323
61 C -0.010
62 C -0.268
63 H 0.038
64 C -0.095
65 C -0.131
66 H 0.086
67 H 0.044
68 H 0.072
69 H 0.041
70 C -0.036
71 H 0.067
72 H 0.116
73 P 0.810

=====

Computed, not measured: a structure of composition C24H45IP2Y at a distorted geometry, with the ωB97M-V functional and the def2-TZVPD basis.

Geometry as ORCA input:
```
! wB97M-V def2-TZVPD RIJCOSX def2/J DEFGRID3
* xyz 1 1
H 2.128 0.442 4.726
H -0.050 0.369 5.481
C 1.843 1.269 2.823
H -2.791 -1.586 1.927
H -1.706 3.285 1.643
H 0.513 3.285 3.642
H 2.648 0.642 2.435
C -2.364 -2.558 1.628
C 0.217 -2.854 1.677
H -5.820 2.308 -2.583
H 1.890 2.202 4.903
H 2.986 1.925 -5.070
H 4.699 -0.232 -5.186
H -2.543 1.064 2.133
C 1.421 -1.582 -1.661
H -3.003 -3.009 0.855
C -1.236 2.843 2.539
C 0.252 3.157 2.584
C 1.131 2.092 1.930
C -0.936 0.557 3.555
C -4.852 2.095 -2.118
H -1.419 -0.370 3.880
H 6.007 0.781 -4.507
H -1.688 3.342 3.433
C 0.726 -1.878 -0.395
C 5.177 1.671 -2.050
H 4.503 2.768 -4.627
H 1.252 -0.551 -1.979
H -4.101 2.794 -2.497
P -4.276 0.386 -2.469
H 1.080 -2.221 -2.472
H 1.605 2.269 0.963
H -6.730 -0.035 -2.425
C -1.614 -1.936 -1.441
H -2.665 -1.905 -1.148
C 1.316 -2.348 0.824
H -1.417 -1.051 -2.047
H -2.339 -3.228 2.505
H -4.707 -0.553 -4.677
H -0.621 -3.761 3.491
H 5.654 0.895 -1.444
H 3.185 -3.430 0.988
Y -0.104 -0.156 1.050
H -1.509 -2.787 -2.117
H 2.508 -1.726 -1.603
H 3.224 -1.639 0.484
C -4.640 0.461 -4.274
C -1.011 -2.346 1.093
I 1.481 -1.493 3.646
H 2.936 -2.068 2.168
C -5.831 -0.476 -1.975
H 0.078 -5.007 2.506
H -5.565 1.004 -4.496
H -4.927 2.224 -1.036
C 5.194 0.089 -4.265
H 3.004 3.020 -3.675
H 1.165 -3.898 3.417
C 0.229 -3.906 2.758
C -0.700 -1.975 -0.291
H 5.600 -0.796 -3.766
C 2.766 -2.410 1.112
H -5.905 -0.433 -0.883
C 3.596 2.292 -4.238
C -1.517 1.303 2.558
C 1.529 1.295 4.316
P 3.946 0.852 -3.146
H -5.744 -1.525 -2.278
H 5.938 2.223 -2.611
H 0.423 4.159 2.178
C -0.020 1.073 4.620
H -0.347 1.975 5.112
H -3.797 0.966 -4.755
H 4.644 2.350 -1.379
*
```

Values from the calculation:
- Strongest force on any atom: 3.2 eV/Å
- HOMO-LUMO gap: 0.22115 hartree
- Energy above the lowest of the compared OMol25 structures with the same formula, charge and spin: 431.31 kJ/mol
- Molecular weight: 611.4 g mol⁻¹

Taken from the Löwdin analysis, the atomic charges in e are:
1 H -0.024
2 H 0.108
3 C -0.228
4 H 0.075
5 H 0.110
6 H 0.097
7 H 0.066
8 C -0.033
9 C -0.366
10 H 0.042
11 H 0.142
12 H 0.032
13 H 0.035
14 H 0.132
15 C -0.050
16 H 0.096
17 C -0.181
18 C -0.206
19 C -0.192
20 C -0.238
21 C -0.341
22 H 0.103
23 H 0.043
24 H 0.134
25 C -0.359
26 C -0.334
27 H 0.045
28 H 0.055
29 H 0.031
30 P 0.782
31 H 0.098
32 H 0.100
33 H 0.046
34 C -0.072
35 H 0.049
36 C -0.351
37 H 0.055
38 H 0.089
39 H 0.036
40 H 0.077
41 H 0.031
42 H 0.110
43 Y 1.562
44 H 0.099
45 H 0.069
46 H 0.076
47 C -0.323
48 C -0.368
49 I 1.190
50 H -0.089
51 C -0.324
52 H 0.112
53 H 0.043
54 H 0.024
55 C -0.326
56 H 0.027
57 H 0.008
58 C -0.193
59 C -0.365
60 H 0.031
61 C -0.138
62 H 0.028
63 C -0.334
64 C -0.218
65 C -0.329
66 P 0.781
67 H 0.032
68 H 0.043
69 H 0.124
70 C -0.245
71 H 0.110
72 H 0.030
73 H 0.022

=====

> Which of these has the lowest strongest force on any atom?

C24H45BrP2Sc